(1)
Formula: C27H63N9O9
Source: the OMol25 dataset
Level of theory: the ωB97M-V functional and the def2-TZVPD basis

Positions of all 108 atoms, in Å:
C: 2.3425 -3.6210 2.7851
C: 1.8816 -2.5310 1.7860
O: 1.0840 -1.7077 2.0990
N: 2.5240 -2.4888 0.5813
C: 2.3359 -1.6133 -0.4484
H: 1.6428 -4.4528 2.7028
H: 2.2356 -3.3391 3.8326
H: 3.3324 -4.0599 2.6606
H: 3.0927 -3.2907 0.3496
H: 1.2847 -1.4540 -0.6884
H: 2.7994 -1.9898 -1.3602
H: 2.7985 -0.6386 -0.2929
C: 5.2834 -0.0715 1.4791
C: 5.2287 1.2522 0.7780
O: 5.9437 1.3850 -0.2048
N: 4.3750 2.1812 1.1928
C: 4.2966 3.4806 0.6001
H: 4.6346 -0.1086 2.3542
H: 6.3218 -0.2330 1.7685
H: 4.8949 -0.8571 0.8311
H: 3.8737 2.0762 2.0633
H: 5.2920 3.8179 0.3111
H: 3.9820 4.2986 1.2483
H: 3.6548 3.5054 -0.2806
C: -4.8781 0.8657 1.3352
C: -3.8202 0.1032 2.1261
O: -4.0716 -1.0546 2.4186
N: -2.7073 0.7867 2.4492
C: -1.6822 0.2038 3.3197
H: -4.6709 0.8667 0.2650
H: -4.8724 1.9301 1.5701
H: -5.8515 0.3913 1.4595
H: -2.5990 1.7389 2.1304
H: -2.0612 -0.1743 4.2692
H: -0.8623 0.8632 3.6043
H: -1.1290 -0.5964 2.8281
C: -1.9181 -2.9928 0.7433
C: -1.4818 -3.6187 2.0781
O: -0.8920 -4.7140 2.1018
N: -1.9555 -3.0370 3.1881
C: -1.8316 -3.5491 4.5524
H: -2.0407 -3.8269 0.0523
H: -1.1342 -2.3979 0.2744
H: -2.8612 -2.4528 0.8272
H: -2.4193 -2.1634 2.9835
H: -2.7183 -4.1345 4.7957
H: -1.8247 -2.8071 5.3508
H: -0.9634 -4.2071 4.5906
C: -2.6129 -4.0178 -3.1085
C: -1.3863 -3.2637 -3.5368
O: -1.4214 -2.2349 -4.2342
N: -0.1710 -3.7301 -3.1268
C: 1.0804 -3.2307 -3.6081
H: -2.9127 -3.8051 -2.0823
H: -2.5530 -5.1020 -3.2033
H: -3.4624 -3.8383 -3.7675
H: -0.1182 -4.5842 -2.5904
H: 1.2418 -2.1722 -3.4039
H: 1.0550 -3.3592 -4.6902
H: 1.8415 -3.8841 -3.1814
C: 0.9055 4.0698 4.3573
C: 1.8565 2.9118 4.0187
O: 2.9135 3.1284 3.4288
N: 1.5423 1.6928 4.4264
C: 2.4250 0.5643 4.2001
H: 0.3311 4.2983 3.4595
H: 1.4624 4.9953 4.5035
H: 0.2920 3.7309 5.1921
H: 0.7002 1.5677 4.9699
H: 1.9990 -0.4002 4.4762
H: 3.3347 0.7381 4.7749
H: 2.6463 0.6507 3.1363
C: -0.9721 5.1998 0.6250
C: -2.0972 4.2350 0.3173
O: -2.2781 3.2476 1.0719
N: -2.6929 4.4690 -0.8428
C: -3.7642 3.5731 -1.3604
H: -1.0913 6.1447 0.0948
H: -0.0406 4.7249 0.3171
H: -0.9423 5.3953 1.6969
H: -2.4349 5.2482 -1.4314
H: -3.3371 2.6193 -1.6703
H: -4.4034 3.9547 -2.1566
H: -4.4417 3.3773 -0.5293
C: 0.7135 -1.6676 -8.3380
C: 0.3322 -0.3496 -7.6994
O: 0.7224 0.7455 -8.1302
N: -0.4621 -0.4133 -6.5985
C: -1.1122 0.7157 -5.9866
H: 0.8394 -2.4388 -7.5780
H: 1.7292 -1.6011 -8.7278
H: 0.0601 -2.0452 -9.1245
H: -0.6158 -1.3337 -6.2119
H: -1.5432 0.3427 -5.0575
H: -1.9822 0.8865 -6.6207
H: -0.4921 1.5885 -5.7824
C: 0.8624 1.7920 0.7955
C: 0.2368 1.2863 -0.5504
O: 0.9839 1.3101 -1.5642
N: -1.0178 0.8928 -0.5606
C: -1.6276 0.3303 -1.7713
H: 1.0170 2.8678 0.7119
H: 1.7541 1.2348 1.0827
H: 0.1514 1.6074 1.6008
H: -1.5778 1.0527 0.2646
H: -2.0961 1.2033 -2.2256
H: -2.3630 -0.4121 -1.4609
H: -0.8953 -0.0728 -2.4708

Values from the calculation:
* total charge: 0
* energy: -60863.0310 eV
* E_HOMO: -8.90 eV
* energy relative to the best compared isomer or geometry (same formula, charge and spin): 38.4 kcal/mol

(2)
Formula: C16H19O6PtS2
Source: the OMol25 dataset
Level of theory: the ωB97M-V functional and the def2-TZVPD basis

Positions of all 44 atoms, in Å:
Pt: -0.2611 -0.3548 0.5120
C: 0.8031 1.4236 0.8521
C: -0.1803 1.3237 1.8816
C: 0.3727 0.4698 2.9693
C: 1.4714 -0.1537 2.4751
C: 1.6869 0.3089 1.0690
C: 2.9225 0.0555 0.2583
C: 2.2028 -1.2949 3.1097
C: -0.3602 0.1404 4.2278
C: -1.3915 2.1886 2.0550
C: 0.9188 2.4591 -0.2198
H: 3.6692 0.8402 0.4236
H: 2.6879 0.0088 -0.8042
H: 3.3739 -0.9033 0.5082
H: 2.7108 -0.9806 4.0249
H: 2.9530 -1.7093 2.4390
H: 1.5174 -2.1036 3.3720
H: -0.7543 1.0352 4.7153
H: 0.2944 -0.3649 4.9386
H: -1.2103 -0.5205 4.0304
H: -1.3746 2.6843 3.0290
H: -2.3039 1.5936 1.9913
H: -1.4489 2.9562 1.2840
H: 1.2652 2.0181 -1.1544
H: 1.6338 3.2354 0.0734
H: -0.0406 2.9359 -0.4167
O: -3.1539 -2.4945 -1.0361
S: -2.9774 -1.0701 -1.0733
O: -4.1477 -0.2782 -1.3774
O: -2.3308 -0.5250 0.1670
C: -1.8196 -0.7317 -2.4183
C: -2.2448 0.2268 -3.3319
C: -1.4804 0.5503 -4.4420
C: -0.2707 -0.0885 -4.6519
C: 0.1709 -1.0341 -3.7409
C: -0.5894 -1.3640 -2.6240
S: 0.1942 -2.5986 -1.5659
O: -0.2476 -3.8913 -2.0071
O: 1.6108 -2.3251 -1.6858
O: -0.3043 -2.3039 -0.1786
H: -3.1968 0.7050 -3.1526
H: -1.8343 1.2999 -5.1393
H: 0.3361 0.1521 -5.5163
H: 1.1275 -1.5208 -3.8699

Values from the calculation:
* total charge: -1
* energy: -54104.6330 eV
* E_HOMO: -4.61 eV
* energy relative to the best compared isomer or geometry (same formula, charge and spin): 0.0 kcal/mol

(3)
Formula: C25H62NO12PS4
Source: the OMol25 dataset
Level of theory: the ωB97M-V functional and the def2-TZVPD basis

Positions of all 105 atoms, in Å:
C: 6.4376 0.9449 -0.0101
N: 5.3835 1.6211 -0.8985
C: 5.8894 1.6716 -2.3557
O: 5.9988 0.3424 -2.9794
P: 4.4697 -0.2348 -3.5839
O: 4.7545 -0.7354 -5.0900
O: 3.1807 0.9559 -3.5496
C: 1.9211 0.2505 -3.8397
C: 0.7008 1.2027 -4.3797
C: 0.9195 2.8128 -4.1441
C: 0.2184 3.2999 -2.7152
C: 1.2928 3.8276 -1.5960
C: 1.7154 2.7247 -0.4590
C: 0.4170 2.1571 0.4298
C: -0.7639 3.2704 0.6441
C: -2.0348 2.7841 1.5543
C: -2.0129 1.2159 2.0192
O: -2.1069 0.2286 0.9369
C: -3.1409 0.5634 -0.0522
O: 3.9533 -1.5697 -2.5804
C: 3.5827 -2.7502 -3.3759
O: 3.0352 -3.7613 -2.4163
C: 1.9973 -3.1518 -1.5573
O: 1.0997 -4.1613 -0.9139
C: 0.8723 -3.7851 0.5173
C: 0.0280 -2.3493 0.6496
O: 0.9465 -1.2258 1.0012
H: 6.1549 -0.1484 0.3007
H: 6.5223 1.5683 0.9882
H: 7.5160 0.9859 -0.5115
H: 5.4024 2.6463 -0.6135
H: 5.2426 2.4463 -2.9675
H: 6.9722 2.1675 -2.2715
H: 2.1650 -0.5136 -4.7189
H: 1.5501 -0.4013 -2.9300
H: 0.4316 1.0206 -5.5112
H: -0.2736 0.8946 -3.7638
H: 0.3012 3.3568 -5.0089
H: 2.0244 3.1856 -4.2651
H: -0.5166 4.2015 -2.9830
H: -0.4969 2.4629 -2.2559
H: 2.2837 4.1480 -2.1770
H: 0.8650 4.8035 -1.1111
H: 2.5647 3.1770 0.2178
H: 2.0992 1.7648 -1.0566
H: 0.8294 1.6653 1.4079
H: -0.0449 1.2936 -0.2524
H: -0.2525 4.1948 1.2001
H: -1.2054 3.7165 -0.3534
H: -3.0559 3.1262 1.0380
H: -1.9879 3.4278 2.5590
H: -2.9711 1.0536 2.7118
H: -1.0627 1.0833 2.7198
H: -3.5585 -0.4440 -0.5239
H: -4.0197 1.2259 0.3480
H: -2.5768 1.1113 -0.9505
H: 4.5004 -3.1638 -3.9933
H: 2.7175 -2.5618 -4.1581
H: 2.5145 -2.5813 -0.6498
H: 1.2748 -2.4445 -2.1798
H: 0.2279 -4.6051 1.0955
H: 1.8891 -3.7109 1.1283
H: -0.7409 -2.4258 1.5328
H: -0.4794 -2.1178 -0.4007
H: 1.7140 -1.5791 1.5513
C: -3.5733 0.7080 6.8597
S: -4.1574 1.5997 5.3982
O: -3.2866 2.8106 5.2308
C: -5.7209 2.1500 6.1220
H: -2.5801 0.3053 6.6460
H: -3.5119 1.3869 7.7134
H: -4.2555 -0.1155 7.0831
H: -5.5297 2.7419 7.0204
H: -6.3355 1.2812 6.3688
H: -6.2459 2.7666 5.3874
C: 1.5824 -4.3372 -7.1864
S: 1.0967 -2.8133 -6.3414
O: -0.1440 -3.1115 -5.5513
C: 0.5913 -1.9210 -7.8312
H: 1.9026 -5.0632 -6.4350
H: 0.7349 -4.7434 -7.7433
H: 2.4134 -4.1306 -7.8649
H: -0.1965 -2.4734 -8.3493
H: 1.4534 -1.7907 -8.4896
H: 0.2108 -0.9394 -7.5361
C: -3.5825 5.2398 9.3724
S: -4.9336 4.3467 10.1781
O: -5.8970 3.9247 9.1074
C: -5.6438 5.7859 11.0122
H: -3.0186 4.5339 8.7575
H: -3.9837 6.0325 8.7367
H: -2.9212 5.6651 10.1309
H: -5.9204 6.5457 10.2773
H: -4.9176 6.1942 11.7190
H: -6.5368 5.4666 11.5563
C: -0.4189 -9.0273 -1.4332
S: -0.9046 -7.5034 -0.5881
O: -2.1453 -7.8016 0.2019
C: -1.4100 -6.6111 -2.0780
H: -0.0987 -9.7533 -0.6818
H: -1.2664 -9.4335 -1.9901
H: 0.4121 -8.8207 -2.1117
H: -2.1977 -7.1635 -2.5961
H: -0.5479 -6.4808 -2.7363
H: -1.7905 -5.6295 -1.7829

Values from the calculation:
* total charge: 0
* energy: -105607.6884 eV
* E_HOMO: -8.59 eV

(4)
Formula: C28H28FN3O3S
Source: the OMol25 dataset
Level of theory: the ωB97M-V functional and the def2-TZVPD basis

Positions of all 64 atoms, in Å:
O: -2.6031 -3.2967 -0.8029
C: -2.0929 -2.3899 -0.1735
N: -2.5392 -1.9507 1.0250
H: -2.2485 -1.0265 1.3408
C: -3.8513 -2.3022 1.5171
H: -3.7773 -2.5221 2.5868
H: -4.1760 -3.2008 0.9875
C: -4.8462 -1.1598 1.2870
H: -4.9310 -0.9717 0.2160
H: -5.8273 -1.4650 1.6531
C: -4.4370 0.1254 2.0118
N: -3.1576 0.6409 1.5570
C: -2.5854 1.6651 2.4140
C: -1.3980 2.1770 1.6005
H: -1.1492 3.2046 1.8541
H: -0.5217 1.5567 1.7859
C: -1.8583 2.0287 0.1400
H: -2.0237 2.9971 -0.3285
H: -1.1136 1.4973 -0.4512
C: -3.1677 1.2311 0.2251
H: -3.2218 0.4516 -0.5364
H: -4.0356 1.8990 0.0990
H: -2.2903 1.2338 3.3723
H: -3.3029 2.4807 2.6048
H: -4.3393 -0.0883 3.0805
H: -5.2348 0.8800 1.8906
C: -0.8801 -1.6597 -0.6698
C: 0.0697 -1.1296 0.1964
C: 1.1679 -0.4428 -0.3059
C: 1.2876 -0.2879 -1.6817
C: 0.3548 -0.8165 -2.5498
C: -0.7248 -1.5162 -2.0452
H: -1.4582 -1.9600 -2.7004
H: 0.5034 -0.6766 -3.6101
S: 2.7154 0.6365 -2.3203
O: 2.5387 0.7131 -3.7665
C: 1.9512 2.1360 -1.6229
C: 1.4114 3.0871 -2.4642
C: 0.8572 4.2363 -1.9269
C: 0.8771 4.4346 -0.5552
C: 1.4349 3.4840 0.2821
C: 1.9556 2.3076 -0.2446
C: 2.6066 1.3171 0.6600
O: 3.4567 1.6528 1.4621
N: 2.1742 0.0279 0.5673
C: 2.8799 -1.0099 1.3155
C: 3.5257 -1.9412 0.3247
C: 2.9759 -3.1855 0.0476
C: 3.5265 -3.9966 -0.9284
C: 4.6277 -3.5397 -1.6284
C: 5.1912 -2.3008 -1.3787
C: 4.6300 -1.5046 -0.3988
H: 5.0522 -0.5332 -0.1885
H: 6.0479 -1.9758 -1.9467
F: 5.1678 -4.3239 -2.5817
H: 3.1106 -4.9657 -1.1531
H: 2.1105 -3.5278 0.5955
H: 2.1838 -1.5479 1.9632
H: 3.6246 -0.4968 1.9287
H: 1.4768 3.6409 1.3489
H: 0.4659 5.3406 -0.1362
H: 0.4270 4.9819 -2.5782
H: 1.4409 2.9093 -3.5289
H: -0.0343 -1.2621 1.2625

Values from the calculation:
* total charge: 0
* energy: -53656.7643 eV
* E_HOMO: -9.04 eV

(5)
Formula: CBr3NO
Source: the OMol25 dataset
Level of theory: the ωB97M-V functional and the def2-TZVPD basis

Positions of all 6 atoms, in Å:
C: -0.3402 0.0251 -0.7818
N: -0.4415 0.0334 0.3945
O: -0.1942 0.1327 1.5553
Br: 0.8158 2.9623 -0.8975
Br: -0.7574 -0.8102 -2.3786
Br: 2.0896 4.1453 0.5054

Values from the calculation:
* total charge: 0
* energy: -214697.9940 eV
* E_HOMO: -9.76 eV
* energy relative to the best compared isomer or geometry (same formula, charge and spin): 7.1 kcal/mol

Number 1: Kohn-Sham gap 9.1 eV. Number 2: Kohn-Sham gap 7.0 eV. Number 3: Kohn-Sham gap 9.1 eV. Number 4: Kohn-Sham gap 9.3 eV. Number 5: Kohn-Sham gap 8.5 eV.